1.
Below is a molecular structure, C19H27AsN2S3V, with properties calculated with the ωB97M-V functional and the def2-TZVPD basis.

```
53
Properties=species:S:1:pos:R:3:mulliken_spin:R:1
As 2.57822 -2.76807 1.56250 0.0130
V 0.27513 -0.00676 -0.78405 2.1613
S 1.57216 0.17774 -2.63991 -0.0088
S -1.35431 -0.78566 -1.97633 -0.1225
S 2.00248 -1.37333 0.08022 -0.0191
N -1.22449 0.15400 0.86346 -0.0800
N 0.15504 1.97064 -0.79457 -0.0470
C 0.33003 2.54035 -2.12118 0.0265
C 1.34275 2.32869 -0.01016 -0.0097
C -4.90093 -1.62221 -0.29529 0.0044
C -0.06722 3.82885 -2.45180 -0.0070
C 4.48260 -2.48386 1.82972 -0.0007
C -0.69395 -0.54502 2.03000 0.0142
C 1.03180 1.77546 -3.06262 -0.0040
C 0.21795 4.35023 -3.70283 0.0051
C -3.54518 -0.57699 1.39312 0.0017
C -2.66569 -0.89937 -0.81748 -0.0167
C 2.45023 -4.61203 0.96186 0.0004
C -2.49979 -0.43514 0.48664 0.0300
C 1.32106 2.31599 -4.31469 0.0113
C 1.76789 -2.67137 3.35384 0.0045
C -3.87490 -1.47204 -1.20705 -0.0006
C 0.91519 3.59511 -4.63432 -0.0018
C -1.36170 1.59627 1.11544 0.0223
C -1.10184 2.39102 -0.16485 -0.0004
C -4.73105 -1.18358 1.00920 -0.0060
H 4.97422 -2.54281 0.85665 0.0001
H 2.22932 1.95316 -0.53180 0.0005
H 1.30981 1.88071 0.98538 0.0071
H -1.08927 3.45874 0.08670 0.0049
H 0.71529 -2.95485 3.32057 0.0003
H 2.88590 -4.67783 -0.03676 -0.0003
H 2.30312 -3.35573 4.00954 0.0007
H -0.65610 -1.61105 1.79073 0.0120
H -1.90333 2.20708 -0.89093 -0.0087
H -0.58969 4.45158 -1.74088 0.0007
H 0.31537 -0.18543 2.23905 0.0104
H 1.87109 1.70597 -5.01420 0.0003
H -2.36954 1.83259 1.48017 0.0014
H 3.01319 -5.24774 1.64321 0.0000
H -5.52250 -1.30957 1.72979 -0.0003
H 1.85490 -1.65590 3.74617 0.0002
H -0.09437 5.35518 -3.93957 0.0005
H 1.41485 -4.94941 0.91867 -0.0002
H 4.66680 -1.49632 2.25561 0.0000
H -1.31122 -0.40694 2.92602 0.0052
H 4.89192 -3.24734 2.48963 -0.0002
H 1.43339 3.41603 0.09620 0.0009
H -3.44727 -0.22743 2.41164 -0.0002
H -5.82674 -2.08709 -0.59484 0.0002
H 1.14675 4.00786 -5.60392 0.0000
H -3.99418 -1.79703 -2.22719 0.0008
H -0.64319 1.89464 1.88546 -0.0067
```

Properties
energy: -142149.550 eV
total charge: +1
multiplicity: 3
frontier orbital gap (alpha / beta): 0.2581 / 0.2885 Eh

---

2.
Below is a molecular structure, C13H14CoN5O2S7, with properties calculated with the ωB97M-V functional and the def2-TZVPD basis.

```
42
Properties=species:S:1:pos:R:3:mulliken_spin:R:1
Co -0.28761 -0.17736 -0.35314 2.6803
S -0.96257 1.93344 -4.69910 -0.0013
S 2.44789 -2.19648 3.15849 0.0034
S -2.50231 -0.50796 -1.46144 0.0685
S -3.33900 2.51508 -6.40896 0.0005
S 2.15907 -0.69449 0.52592 0.0569
S -3.49737 0.93096 -3.88398 -0.0011
S 0.59293 0.75576 -2.43439 0.0749
O -1.45400 -2.31819 0.84309 0.0109
O -2.56509 -4.05846 0.04103 -0.0010
N -0.28433 0.05961 1.78598 0.0307
N 0.44417 -0.73312 2.62168 -0.0016
N -1.26622 1.87501 0.17572 0.0261
N -0.68980 -3.29631 -1.05801 -0.0081
N 0.15860 -2.22611 -1.33315 0.0438
C -2.76080 2.69444 1.85117 0.0012
C 1.55338 -1.13267 2.05963 0.0101
C -1.11559 0.86699 2.31017 0.0012
C -0.94526 0.95433 -3.24497 0.0063
C -1.72125 2.79513 -0.66235 -0.0047
C -1.76160 1.83427 1.41908 0.0037
C 3.96695 -2.52072 2.25558 0.0045
C -1.56277 -3.15101 -0.01811 0.0015
C -3.25556 3.63366 0.95958 -0.0007
C -2.63869 1.83267 -5.06674 0.0010
C -2.15141 0.47429 -2.85851 0.0033
C -2.71931 3.69691 -0.31494 0.0017
C -2.91936 -4.79481 -1.12004 0.0008
H 4.57600 -3.12985 2.92462 0.0000
H -0.86225 -3.96176 -1.78850 0.0009
H -1.26886 2.80244 -1.64553 -0.0003
H 0.00285 -1.84864 -2.26236 -0.0063
H -3.06230 4.42197 -1.03978 -0.0004
H -2.16276 -5.54405 -1.37253 -0.0001
H -4.04447 4.31139 1.26045 0.0000
H -3.13859 2.62089 2.86255 -0.0004
H -3.09616 -4.12807 -1.96662 0.0000
H -1.27113 0.90259 3.38560 0.0016
H -3.84297 -5.31169 -0.87456 0.0001
H 3.77318 -3.06728 1.33592 -0.0015
H 4.49292 -1.60010 2.01624 -0.0036
H 1.13197 -2.45283 -1.16446 -0.0028
```

Properties
energy: -138730.506 eV
total charge: -1
multiplicity: 4
frontier orbital gap (alpha / beta): 0.2257 / 0.2269 Eh
ΔE to the lowest compared entry with this formula, charge and spin: 0.000 eV

---

3.
Below is a single C6H6N2O2S molecule, with properties calculated with the ωB97M-V functional and the def2-TZVPD basis.

```
17
Properties=species:S:1:pos:R:3:mulliken_charge:R:1
S -2.09318 1.21033 -1.33018 -0.2293
O 1.06773 -0.27626 -0.33997 -0.5447
O -1.69547 -0.89748 1.71532 -0.4270
N -3.52332 0.24369 0.62414 -0.5332
N 0.29065 -1.71605 2.36313 -0.4833
C 1.47101 1.08505 -0.73004 -0.6546
C -1.31764 0.27933 -0.16566 0.5986
C -3.58972 0.96919 -0.42406 -0.0723
C -0.42011 -1.00926 1.46420 0.0327
C -2.26795 -0.15613 0.72633 -0.2153
C -0.12821 -0.33945 0.23722 0.9632
H 1.40071 1.64986 0.30485 0.3195
H 0.83191 1.55839 -1.57572 0.1981
H -4.54546 1.46786 -0.79284 0.3510
H 2.56908 1.02463 -1.07617 0.2345
H -0.30862 -2.35197 2.88794 0.2272
H 1.34445 -1.74388 2.32411 0.2347
```

Properties
energy: -24227.459 eV
total charge: 0
frontier orbital gap: 0.2827 Eh
ΔE to the lowest compared entry with this formula, charge and spin: 1.001 eV

---

4.
Below is a gas-phase ion, C12H20N2O (charge +2), with properties calculated with the ωB97M-V functional and the def2-TZVPD basis.

```
35
Properties=species:S:1:pos:R:3:mulliken_charge:R:1
O 5.19288 0.19749 0.12042 -0.4978
N -1.08360 -1.58312 0.04561 0.0905
N -0.04185 1.84613 -0.46472 -0.1049
C 3.09077 0.29726 1.24589 -0.6293
C 1.76122 0.05443 1.30718 -0.2972
C -1.08302 0.98024 0.14226 -0.2306
C -0.50226 -2.87853 -0.01726 -0.7535
C 1.89808 -0.83582 -1.00749 0.0532
C -0.39019 -0.54554 0.08052 0.3031
C -2.57122 -1.59089 0.03764 -0.9256
C 3.28216 -0.58873 -1.00918 -1.1545
C 0.01210 1.74611 -1.87761 -0.8161
C 1.08171 -0.47188 0.18846 -0.5302
C -1.33329 1.41208 1.56199 -1.3304
C 3.88032 0.01444 0.15354 0.6863
H -2.89982 -2.37083 -0.68316 0.4012
H -0.97146 2.17954 -2.13082 0.3691
H -1.03415 -3.35941 -0.86338 0.3148
H 1.26214 -1.13753 -1.94046 0.4659
H 3.37631 0.82744 2.14108 0.3897
H -2.90297 -1.87863 0.97611 0.4105
H 0.02229 0.72020 -2.15598 0.3341
H -1.84578 2.40335 1.67456 0.4235
H -0.30315 1.52252 1.99633 0.3419
H 0.76742 2.21327 -2.49194 0.3517
H 1.30933 0.22869 2.32963 0.5099
H 5.55749 0.77080 0.82440 0.3413
H -0.78679 -3.25611 1.00085 0.3550
H -1.87998 0.73905 2.29682 0.3118
H -0.33363 2.78013 -0.12288 0.4514
H -2.97147 -0.74503 -0.41756 0.3757
H -2.02587 1.06208 -0.39396 0.7341
H 0.82425 1.70538 0.10822 0.3511
H 4.01494 -0.86435 -1.72191 0.5328
H 0.57460 -2.88658 -0.22836 0.3714
```

Properties
energy: -17777.873 eV
total charge: +2
frontier orbital gap: 0.3043 Eh
ΔE to the lowest compared entry with this formula, charge and spin: 0.000 eV

---

5.
Below is a single C3H8ClNS molecule, with properties calculated with the ωB97M-V functional and the def2-TZVPD basis.

```
14
Properties=species:S:1:pos:R:3:mulliken_charge:R:1
Cl -2.77938 -1.12779 0.47339 -0.1200
S 1.23976 -2.31529 -0.11310 -0.2433
N -1.40902 -0.65115 -0.46202 -0.3302
C 1.30617 -0.54188 0.06917 -0.7113
C -0.13077 1.53511 0.16586 -1.4049
C -0.38402 0.11120 0.32023 0.1334
H -0.68686 0.04243 1.38860 0.3193
H 1.16022 -2.53883 -1.46778 0.1250
H -0.97271 2.22067 0.43421 0.3310
H 1.70790 0.04357 -0.83148 0.3368
H 0.60315 1.71817 0.90127 0.4308
H -1.82221 0.00705 -1.22352 0.3391
H 0.44745 1.81912 -0.67091 0.4314
H 1.72032 -0.32239 1.01607 0.3628
```

Properties
energy: -28085.834 eV
total charge: 0
frontier orbital gap: 0.3440 Eh
ΔE to the lowest compared entry with this formula, charge and spin: 2.703 eV

---

Question: What is the energy in the fourth record?
Answer: -17777.873 eV

---

Copy entry 3 word for word.
Below is a single C6H6N2O2S molecule, with properties calculated with the ωB97M-V functional and the def2-TZVPD basis.

```
17
Properties=species:S:1:pos:R:3:mulliken_charge:R:1
S -2.09318 1.21033 -1.33018 -0.2293
O 1.06773 -0.27626 -0.33997 -0.5447
O -1.69547 -0.89748 1.71532 -0.4270
N -3.52332 0.24369 0.62414 -0.5332
N 0.29065 -1.71605 2.36313 -0.4833
C 1.47101 1.08505 -0.73004 -0.6546
C -1.31764 0.27933 -0.16566 0.5986
C -3.58972 0.96919 -0.42406 -0.0723
C -0.42011 -1.00926 1.46420 0.0327
C -2.26795 -0.15613 0.72633 -0.2153
C -0.12821 -0.33945 0.23722 0.9632
H 1.40071 1.64986 0.30485 0.3195
H 0.83191 1.55839 -1.57572 0.1981
H -4.54546 1.46786 -0.79284 0.3510
H 2.56908 1.02463 -1.07617 0.2345
H -0.30862 -2.35197 2.88794 0.2272
H 1.34445 -1.74388 2.32411 0.2347
```

Properties
energy: -24227.459 eV
total charge: 0
frontier orbital gap: 0.2827 Eh
ΔE to the lowest compared entry with this formula, charge and spin: 1.001 eV

---

Copy entry 4 word for word.
Below is a gas-phase ion, C12H20N2O (charge +2), with properties calculated with the ωB97M-V functional and the def2-TZVPD basis.

```
35
Properties=species:S:1:pos:R:3:mulliken_charge:R:1
O 5.19288 0.19749 0.12042 -0.4978
N -1.08360 -1.58312 0.04561 0.0905
N -0.04185 1.84613 -0.46472 -0.1049
C 3.09077 0.29726 1.24589 -0.6293
C 1.76122 0.05443 1.30718 -0.2972
C -1.08302 0.98024 0.14226 -0.2306
C -0.50226 -2.87853 -0.01726 -0.7535
C 1.89808 -0.83582 -1.00749 0.0532
C -0.39019 -0.54554 0.08052 0.3031
C -2.57122 -1.59089 0.03764 -0.9256
C 3.28216 -0.58873 -1.00918 -1.1545
C 0.01210 1.74611 -1.87761 -0.8161
C 1.08171 -0.47188 0.18846 -0.5302
C -1.33329 1.41208 1.56199 -1.3304
C 3.88032 0.01444 0.15354 0.6863
H -2.89982 -2.37083 -0.68316 0.4012
H -0.97146 2.17954 -2.13082 0.3691
H -1.03415 -3.35941 -0.86338 0.3148
H 1.26214 -1.13753 -1.94046 0.4659
H 3.37631 0.82744 2.14108 0.3897
H -2.90297 -1.87863 0.97611 0.4105
H 0.02229 0.72020 -2.15598 0.3341
H -1.84578 2.40335 1.67456 0.4235
H -0.30315 1.52252 1.99633 0.3419
H 0.76742 2.21327 -2.49194 0.3517
H 1.30933 0.22869 2.32963 0.5099
H 5.55749 0.77080 0.82440 0.3413
H -0.78679 -3.25611 1.00085 0.3550
H -1.87998 0.73905 2.29682 0.3118
H -0.33363 2.78013 -0.12288 0.4514
H -2.97147 -0.74503 -0.41756 0.3757
H -2.02587 1.06208 -0.39396 0.7341
H 0.82425 1.70538 0.10822 0.3511
H 4.01494 -0.86435 -1.72191 0.5328
H 0.57460 -2.88658 -0.22836 0.3714
```

Properties
energy: -17777.873 eV
total charge: +2
frontier orbital gap: 0.3043 Eh
ΔE to the lowest compared entry with this formula, charge and spin: 0.000 eV